(1)
{"formula": "C2H6N2S", "method": "ωB97M-V with the def2-TZVPD basis set", "species": ["C", "N", "C", "S", "N", "H", "H", "H", "H", "H", "H"], "xyz": [[2.01584, -1.05350, 0.22238], [0.97589, -0.42388, 0.91928], [-0.13784, 0.06542, 0.06849], [-1.39144, 0.86163, 0.88215], [-2.56141, 1.13977, -0.25158], [1.95649, -2.02681, 0.53083], [2.94156, -0.46150, 0.35429], [1.83491, -1.15216, -0.86880], [-0.37100, -0.30979, -0.89174], [-3.16113, 1.92734, 0.18253], [-2.10187, 1.43350, -1.14784]], "forces_ev_per_angstrom": [[0.1545, 1.7584, -2.5790], [-6.9262, 4.2077, -3.6154], [4.9977, -2.8796, 5.6238], [1.6047, 0.0650, 2.4237], [-1.7341, 1.6402, -1.6512], [1.1825, -2.6879, 1.2428], [-0.0967, -0.9336, 0.1993], [0.1476, 0.3484, 0.1240], [0.3835, -0.1670, -1.4281], [1.3094, -1.5378, -1.4667], [-1.0228, 0.1862, 1.1268]], "mulliken_charge": [-0.692, -0.388, -0.115, 0.055, -0.547, 0.304, 0.239, 0.272, 0.293, 0.293, 0.286], "relative_energy_kj_mol": 309.84, "total_charge": 0, "gap_ha": [0.29989, 0.29991], "multiplicity": 1, "homo_ev": [-7.7, -7.7], "e_tot_ev": -15983.5872, "smiles": "C/N=C/SN", "mol_weight_da": 90.15}

(2)
{"formula": "C17H28NNiO2P2Se", "method": "ωB97M-V with the def2-TZVPD basis set", "species": ["Ni", "P", "C", "C", "N", "C", "C", "C", "C", "C", "P", "H", "H", "H", "H", "H", "H", "H", "H", "O", "H", "H", "O", "H", "C", "H", "H", "H", "C", "H", "H", "H", "C", "H", "H", "H", "C", "H", "H", "H", "Se", "C", "C", "C", "C", "C", "C", "H", "H", "H", "H", "H"], "xyz": [[0.12090, 0.24917, -0.07364], [-2.07061, 0.25455, -0.45490], [-2.01535, 0.58344, -2.20211], [-0.83106, 1.23800, -2.63667], [0.28206, 1.16164, -1.80475], [1.49644, 1.54685, -2.25765], [1.63909, 2.23103, -3.46016], [0.52342, 2.41478, -4.27686], [-0.69918, 1.90173, -3.87934], [2.70760, 1.18750, -1.42055], [2.24262, -0.20453, -0.32603], [-1.58833, 1.96704, -4.50550], [2.62726, 2.59477, -3.73318], [0.62281, 2.94701, -5.22236], [3.55429, 0.89129, -2.05432], [3.02759, 2.02929, -0.78577], [-2.03430, -1.03753, -3.41641], [-2.92939, 0.76092, -2.77626], [-0.95381, -2.58561, -2.42054], [-1.78785, -1.98573, -3.61315], [-2.30692, -2.25605, -4.38596], [-0.69740, -1.09495, 0.76966], [-0.46202, -2.70566, -1.53812], [-0.17717, -3.63056, -1.50488], [2.45398, -1.66905, -1.36948], [3.44135, -1.64690, -1.84904], [2.35346, -2.55783, -0.73641], [1.65765, -1.69302, -2.12160], [3.55336, -0.26109, 0.91691], [3.44338, -1.16392, 1.53033], [4.53705, -0.27536, 0.42588], [3.49555, 0.62633, 1.55922], [-2.95584, 1.62400, 0.36487], [-3.88699, 1.83176, -0.17957], [-3.18488, 1.36103, 1.40558], [-2.31934, 2.51929, 0.35670], [-3.08897, -1.22060, -0.23042], [-3.23166, -1.39518, 0.84166], [-4.06207, -1.06605, -0.71184], [-2.57552, -2.07963, -0.67461], [0.46096, -1.04404, 1.87386], [-0.36256, -0.19181, 3.46004], [-1.21416, 0.91298, 3.37430], [-1.94844, 1.32711, 4.49535], [-1.73452, 0.72300, 5.74135], [-0.78111, -0.30294, 5.85720], [-0.10238, -0.76126, 4.71974], [-1.31642, 1.44261, 2.42752], [-2.68046, 2.13282, 4.39700], [-2.28874, 1.06114, 6.62085], [-0.56526, -0.75059, 6.82946], [0.62179, -1.57212, 4.80814]], "forces_ev_per_angstrom": [[-0.4896, -0.0825, 0.0270], [0.2500, -0.4243, 0.8438], [-0.2519, 1.7626, -0.0306], [1.0729, 0.1741, -0.0044], [0.3859, 0.1776, -1.3830], [-0.7157, -0.0899, 0.4646], [-0.1408, 0.0270, -0.3820], [0.0991, 0.1621, 0.0748], [-0.4025, -0.3072, -0.0164], [0.1778, 0.0499, -0.0318], [0.4763, 0.1199, -0.6260], [0.2988, 0.0813, 0.0169], [-0.2520, -0.0952, -0.1045], [-0.0756, -0.1570, 0.2320], [-0.1588, 0.3576, -0.0568], [-0.1192, -0.1785, -0.2122], [0.3683, -1.4420, -0.3403], [0.1990, -0.2459, -0.1129], [0.8811, -0.4399, 1.4944], [-0.8453, 1.4098, -0.6093], [0.1852, 0.0261, 0.2836], [0.8533, -0.0059, 1.1929], [-0.5002, -0.1500, -0.9295], [-0.1467, 0.3013, -0.0385], [0.5330, 0.0174, -0.1955], [-0.1482, -0.2333, 0.0632], [0.0403, 0.1073, -0.2008], [0.2048, -0.0145, 0.2203], [0.5051, -0.0147, -0.0841], [0.0566, 0.2737, -0.1278], [-0.1854, -0.0510, 0.1977], [-0.0542, -0.2354, -0.0789], [-0.5378, 0.2821, -0.5799], [0.0964, 0.1196, 0.3040], [0.0573, -0.0718, -0.3562], [-0.2006, -0.2295, -0.0174], [-0.5020, 0.1056, -0.2185], [-0.0067, 0.0166, -0.1638], [0.0420, -0.2180, 0.1895], [-0.0720, 0.1741, 0.1080], [-0.9253, -0.2212, 1.9672], [-0.3067, -0.4013, 0.3098], [-0.1623, -0.2193, -0.0095], [0.3569, -0.1419, 0.1554], [0.2311, -0.2016, -0.2743], [-0.0005, 0.3645, -0.3860], [-0.2721, 0.0579, -0.1680], [-0.0338, -0.2124, 0.2342], [0.3309, -0.1925, 0.0433], [0.1884, -0.1444, -0.3418], [-0.0982, 0.1358, -0.3260], [-0.2864, 0.1170, -0.0157]], "mulliken_spin": [0.748, 0.079, 0.542, -0.054, 0.173, -0.033, 0.188, -0.058, 0.184, -0.005, 0.072, 0.001, 0.004, 0.001, 0.001, -0.001, 0.005, -0.020, -0.005, 0.018, 0.000, -0.008, -0.001, 0.000, 0.003, 0.001, 0.001, 0.002, 0.002, 0.002, 0.003, 0.000, 0.045, 0.000, 0.006, 0.001, 0.021, 0.002, 0.002, -0.005, 0.070, 0.019, -0.004, -0.001, 0.000, 0.001, -0.001, 0.000, 0.000, 0.000, 0.000, 0.000], "total_charge": 1, "gap_ha": [0.23396, 0.19722], "multiplicity": 3, "homo_ev": [-9.1, -10.5], "e_tot_ev": -148628.7404, "mol_weight_da": 478.02}

- Which of these has the lowest multiplicity?
  C2H6N2S

- Number 2 is which compound?
  C17H28NNiO2P2Se

- The lowest multiplicity belongs to which entry?
  C2H6N2S

- Among the records above, which one has the highest multiplicity?
  C17H28NNiO2P2Se